Entry 1:
# C29H37ClF4N2O7P3S

A 5-piece molecular cluster, C29H37ClF4N2O7P3S overall (ωB97M-V/def2-TZVPD, the OMol25 dataset).

Output
net charge = +1

Geometry as XYZ:
```
84
Properties=species:S:1:pos:R:3:lowdin_charge:R:1
N -3.192 -1.756 2.284 -0.0951
P -2.375 -2.995 1.561 0.8589
O -2.920 -2.793 0.070 -0.2560
N -0.499 -2.534 1.582 -0.4575
C -0.129 -1.235 0.841 -0.1798
C -0.018 -1.326 -0.664 -0.2280
C 1.396 -1.331 -1.282 -0.2033
C 2.522 -0.691 -0.488 -0.2346
S 2.480 1.083 -0.219 0.3391
O 3.228 1.686 -1.244 -0.2974
O 2.867 1.312 1.108 -0.3256
Cl 0.558 1.782 -0.376 0.4682
C -0.232 -2.268 3.045 -0.2480
P 1.511 -2.464 3.600 0.3553
O 2.437 -1.721 2.805 -0.1894
O 1.470 -1.913 5.079 -0.0719
O 1.899 -3.987 3.703 -0.0908
P 0.343 -3.957 0.907 0.7208
O 1.713 -3.697 0.564 -0.2929
H -3.021 -1.703 3.281 0.0603
H -3.108 -0.847 1.831 0.0769
H -2.492 -3.411 -0.550 0.0735
H -0.938 -0.556 1.074 0.1062
H 0.748 -0.844 1.338 0.0907
H -0.548 -2.179 -1.067 0.0832
H -0.554 -0.486 -1.051 0.0455
H 1.700 -2.350 -1.452 0.0804
H 1.344 -0.892 -2.270 0.1276
H 2.636 -1.182 0.471 0.0728
H 3.443 -0.842 -1.029 0.1057
H -0.497 -1.238 3.229 0.1113
H -0.885 -2.906 3.641 0.0778
H 0.738 -2.340 5.568 0.1033
H 1.198 -4.567 4.047 0.0990
H -0.477 -4.326 -0.168 0.0346
H 0.165 -4.946 1.878 0.0422
F 7.449 5.544 3.501 0.0587
C 6.560 4.550 3.691 -0.2886
C 6.073 3.869 2.594 -0.0105
C 5.160 2.844 2.794 -0.0796
C 4.744 2.523 4.078 -0.0949
C 5.245 3.223 5.166 -0.0875
C 6.164 4.244 4.977 -0.0199
H 6.406 4.142 1.602 0.1184
H 4.772 2.296 1.949 0.0751
H 4.030 1.724 4.228 0.0967
H 4.920 2.976 6.168 0.1018
H 6.573 4.798 5.811 0.1173
F -1.977 -0.799 -2.681 0.0275
C -3.065 -0.025 -2.425 -0.2799
C -4.077 -0.530 -1.633 -0.0335
C -5.188 0.267 -1.390 -0.0703
C -5.269 1.541 -1.933 -0.0720
C -4.235 2.023 -2.725 -0.0598
C -3.119 1.237 -2.974 -0.0097
H -4.005 -1.524 -1.224 0.0791
H -5.993 -0.109 -0.773 0.1087
H -6.135 2.156 -1.743 0.0853
H -4.299 3.013 -3.154 0.1125
H -2.303 1.595 -3.587 0.1233
F 3.713 -2.705 -2.826 0.0433
C 4.467 -3.729 -2.355 -0.2825
C 3.853 -4.932 -2.079 -0.0317
C 4.621 -5.979 -1.594 -0.0812
C 5.982 -5.807 -1.390 -0.0873
C 6.577 -4.585 -1.672 -0.0713
C 5.817 -3.534 -2.163 -0.0115
H 2.789 -5.041 -2.242 0.1103
H 4.156 -6.931 -1.376 0.1046
H 6.579 -6.624 -1.010 0.1048
H 7.637 -4.449 -1.510 0.1098
H 6.262 -2.576 -2.395 0.1214
F -7.669 3.750 -1.551 0.0310
C -7.727 4.788 -2.421 -0.2877
C -7.106 5.972 -2.086 -0.0208
C -7.164 7.029 -2.982 -0.0794
C -7.842 6.890 -4.184 -0.0902
C -8.461 5.688 -4.496 -0.0782
C -8.403 4.622 -3.611 -0.0186
H -6.590 6.062 -1.140 0.1171
H -6.679 7.965 -2.738 0.1070
H -7.888 7.718 -4.877 0.1042
H -8.994 5.579 -5.430 0.1074
H -8.873 3.675 -3.836 0.1182
```

***

Entry 2:
# C3H5NO

One molecule with the formula C3H5NO (ωB97M-V/def2-TZVPD, the OMol25 dataset).

Output
relative energy (zero: lowest compared OMol25 entry of this formula, charge and spin) = 137.30 kJ/mol
structure (SMILES) = O=C1CNC1

Geometry as XYZ:
```
10
Properties=species:S:1:pos:R:3:lowdin_charge:R:1
O 1.982 -0.722 0.485 0.1019
C 0.940 -0.278 0.091 -0.3715
C 0.145 1.022 0.294 -0.1231
N -1.106 0.242 0.076 -0.0436
C -0.327 -0.848 -0.573 -0.1248
H 0.254 1.570 1.235 0.1183
H 0.331 1.679 -0.561 0.1148
H -1.382 -0.119 0.985 0.0956
H -0.604 -1.891 -0.389 0.1192
H -0.235 -0.654 -1.643 0.1131
```

***

Entry 3:
# C15H24N6O7

A 5-piece molecular cluster, C15H24N6O7 overall (ωB97M-V/def2-TZVPD, the OMol25 dataset).

Output
relative energy (zero: lowest compared OMol25 entry of this formula, charge and spin) = 31.78 kJ/mol
structure (SMILES) = Oc1ccc(O)cc1.Oc1ccc(O)cc1.NC(N)=O.NC(N)=O.NC(N)=O

Geometry as XYZ:
```
52
Properties=species:S:1:pos:R:3:lowdin_charge:R:1
O -1.459 -0.818 -3.217 0.0174
C -0.258 -0.337 -3.638 -0.2632
C -0.177 0.770 -4.557 -0.0185
C 1.035 1.210 -4.963 -0.0428
C 2.209 0.489 -4.678 -0.2765
O 3.394 0.886 -5.322 0.0198
C 2.142 -0.538 -3.709 -0.0592
C 0.988 -1.036 -3.252 -0.0181
H -2.148 -0.734 -3.880 0.1120
H -1.006 1.375 -4.894 0.1157
H 1.264 2.091 -5.544 0.1198
H 4.193 0.661 -4.839 0.0934
H 3.108 -0.982 -3.519 0.1098
H 0.803 -1.871 -2.592 0.1055
O 5.354 0.169 0.165 0.0694
C 4.160 -0.071 0.747 -0.3529
C 3.329 -1.015 0.313 -0.0535
C 2.253 -1.524 0.970 -0.0165
C 1.860 -0.973 2.209 -0.3190
O 0.645 -1.304 2.732 0.0148
C 2.626 0.049 2.684 -0.0137
C 3.764 0.478 1.962 -0.0034
H 5.869 0.905 0.502 0.1112
H 3.583 -1.566 -0.581 0.1225
H 1.759 -2.415 0.611 0.1161
H 0.564 -0.713 3.485 0.0505
H 2.419 0.575 3.604 0.1177
H 4.343 1.227 2.482 0.1086
N -1.004 -1.337 -0.033 0.2088
C -2.058 -0.680 0.291 -0.7779
N -2.303 -0.825 1.542 0.1961
O -2.758 -0.104 -0.499 0.0336
H -0.396 -1.717 0.679 0.0818
H -0.682 -1.103 -0.961 0.0920
H -1.606 -1.205 2.166 0.0913
H -2.990 -0.157 1.862 0.1309
N -4.315 1.023 -2.301 0.1624
C -4.199 2.277 -2.387 -0.7881
N -3.037 2.757 -1.832 0.1550
O -4.927 2.885 -3.135 0.0090
H -5.165 0.744 -2.770 0.1271
H -3.691 0.393 -1.819 0.0451
H -2.408 2.013 -1.567 0.0728
H -2.743 3.718 -1.936 0.0988
N -1.931 0.500 6.584 0.1690
C -1.301 -0.265 5.723 -0.7717
N -1.395 -1.499 6.045 0.1781
O -0.804 0.148 4.694 0.0369
H -2.171 0.050 7.456 0.1063
H -1.902 1.506 6.666 0.1240
H -0.956 -2.174 5.436 0.1272
H -1.878 -1.932 6.819 0.1248
```

***

Number 1: frontier orbital gap 6.90 eV, LUMO level -3.38 eV. Number 2: frontier orbital gap 10.75 eV, LUMO level 0.95 eV. Number 3: frontier orbital gap 8.01 eV, LUMO level 0.16 eV.